Computed, not measured: a 4-piece molecular cluster, C18H38I2O9P overall, with wB97M-V/def2-TZVPD.

Results
Total charge ... +1
E_LUMO ... -2.766 eV
HOMO level ... -0.4505 hartree
Gap between HOMO and LUMO ... 0.3488 Eh
Energy above the lowest of the compared OMol25 structures with the same formula, charge and spin ... 7.8 kJ/mol

```
68
Properties=species:S:1:pos:R:3:nbo_charge:R:1
C 3.8938 -2.1469 0.3179 -0.66
C 2.6767 -1.3861 0.8387 -0.33
I 3.0799 -0.2825 2.6208 0.17
C 1.4726 -2.2804 1.1892 -0.76
P 0.5392 -2.9363 -0.2199 1.07
C 1.0338 -2.3679 -1.8463 -0.74
C 1.9027 -3.3972 -2.6126 -0.43
C 2.9694 -2.7310 -3.4960 -0.54
I 4.8135 -3.7628 -3.4506 0.13
H 3.5917 -3.0756 -0.1890 0.20
H 4.4674 -1.5499 -0.3958 0.24
H 4.5843 -2.4334 1.1166 0.25
H 2.3896 -0.5916 0.1415 0.22
H 0.7066 -1.7703 1.7791 0.29
H 1.8148 -3.1357 1.7860 0.28
H -0.8065 -2.6530 -0.0078 0.09
H 0.6206 -4.3246 -0.2271 0.03
H 1.5663 -1.4211 -1.6883 0.26
H 0.1063 -2.1220 -2.3780 0.28
H 1.2395 -4.0199 -3.2239 0.24
H 2.3873 -4.0819 -1.9080 0.22
H 2.6816 -2.7023 -4.5454 0.24
H 3.1974 -1.7111 -3.1735 0.22
C 9.9063 1.5069 3.8879 -0.64
C 9.4852 0.4107 4.8374 -0.07
O 8.4059 0.8401 5.6955 -0.49
C 7.1988 0.8030 5.1597 0.98
O 6.9045 0.3709 4.0723 -0.67
O 6.3207 1.2254 6.0722 -0.49
C 4.9667 1.1760 5.6315 -0.26
H 10.1770 2.4061 4.4407 0.22
H 10.7786 1.1786 3.3222 0.22
H 9.1082 1.7419 3.1851 0.22
H 10.2788 0.1555 5.5354 0.20
H 9.1699 -0.4858 4.3058 0.20
H 4.7285 0.1748 5.2738 0.18
H 4.8031 1.8985 4.8315 0.19
H 4.3587 1.4251 6.4954 0.20
C -5.0082 -0.6911 -1.6724 -0.64
C -4.6610 -1.2452 -0.3140 -0.07
O -3.2209 -1.3578 -0.1334 -0.51
C -2.6006 -0.2329 0.1730 0.98
O -3.0755 0.8464 0.3698 -0.61
O -1.2871 -0.5210 0.3237 -0.56
C -0.4611 0.5893 0.6985 -0.25
H -4.5644 -1.2981 -2.4622 0.21
H -6.0901 -0.7019 -1.8022 0.24
H -4.6726 0.3397 -1.7757 0.23
H -5.0102 -2.2666 -0.1860 0.20
H -5.0566 -0.6265 0.4894 0.21
H -0.8176 1.1008 1.5889 0.22
H -0.3678 1.3007 -0.1203 0.20
H 0.4901 0.1128 0.9089 0.17
C -10.0081 2.5606 -4.5473 -0.64
C -9.6113 2.1484 -3.1496 -0.07
O -8.1762 2.0572 -3.0086 -0.50
C -7.5559 3.2193 -2.8294 0.98
O -8.0741 4.2990 -2.7351 -0.64
O -6.2436 2.9853 -2.7709 -0.50
C -5.4421 4.1586 -2.5887 -0.26
H -9.5863 1.8748 -5.2821 0.21
H -11.0943 2.5327 -4.6375 0.22
H -9.6723 3.5735 -4.7633 0.23
H -9.9565 1.1445 -2.9124 0.19
H -9.9889 2.8459 -2.4037 0.20
H -5.7853 4.7252 -1.7261 0.20
H -5.4879 4.7915 -3.4731 0.19
H -4.4329 3.7908 -2.4320 0.19
```

=====

Computed, not measured: a 4-piece molecular cluster, C27H39N7O3S overall in a non-equilibrium geometry, with wB97M-V/def2-TZVPD.

Results
SMILES string ... CC(=O)N(C(C)=O)c1cccc2nc(S)c(C[C@H](O)CN)nc12.CCCC#N.CCCC#N.CCCC#N
E_LUMO ... -1.200 eV
HOMO level ... -0.3207 hartree
Gap between HOMO and LUMO ... 0.2766 Eh

```
77
Properties=species:S:1:pos:R:3:lowdin_charge:R:1
C -2.9886 -3.9465 1.8247 -0.01
C -2.7491 -2.3377 1.7321 -0.35
O -2.9924 -1.8110 0.6153 0.04
N -2.2270 -1.6983 2.9447 -0.01
C -2.8468 -0.4181 3.3127 -0.33
C -3.1543 0.8385 2.3792 -0.02
O -3.1356 -0.2690 4.5481 0.03
C -0.7703 -1.7585 3.0974 -0.09
C -0.2267 -2.8527 4.0887 0.02
C 1.3098 -3.0644 4.3098 -0.05
C 2.2755 -2.1544 3.5182 0.00
C 1.8034 -1.0074 2.5197 -0.17
N 2.8615 -0.2432 1.9083 0.08
C 2.2415 0.7264 1.0607 -0.50
S 3.4343 1.8796 0.1755 0.69
C 0.7183 0.9283 0.7773 -0.17
C 0.1369 2.0644 -0.2248 -0.09
C -0.5934 1.4565 -1.5163 -0.35
O -2.0012 1.2622 -1.2137 -0.10
C 0.0021 0.0554 -2.0358 -0.23
N 1.4923 0.0065 -2.1646 0.00
N -0.2688 0.1178 1.4125 0.15
C 0.2754 -0.8541 2.3206 -0.07
H -3.6174 -4.1039 2.7702 0.09
H -3.5128 -4.3157 0.8687 0.08
H -1.9648 -4.4630 1.9841 0.09
H -2.3096 1.6174 2.5435 0.09
H -3.1742 0.6297 1.2591 0.06
H -4.1255 1.3384 2.7535 0.10
H -0.9517 -3.5358 4.6636 0.11
H 1.6729 -3.8870 5.0183 0.10
H 3.4012 -2.3235 3.6895 0.10
H 3.3528 3.0324 0.9748 -0.11
H -0.6742 2.6221 0.3905 0.13
H 0.9106 2.8524 -0.5068 0.08
H -0.5193 2.1997 -2.3985 0.10
H -2.2810 0.5309 -1.8233 0.04
H -0.4208 -0.0997 -3.1071 0.11
H -0.4146 -0.8228 -1.4049 0.12
H 1.9153 0.9436 -2.0684 0.04
H 1.8391 -0.5558 -1.3712 0.05
C -2.0122 -3.3739 -5.3244 -0.11
C -1.8950 -3.5304 -3.8133 -0.26
C -3.1867 -3.1838 -3.0715 -0.18
C -3.5214 -1.7604 -3.1715 -0.21
N -3.7852 -0.6425 -3.2504 0.16
H -2.1950 -2.3336 -5.6060 0.07
H -1.0850 -3.6914 -5.8080 0.07
H -2.8271 -3.9864 -5.7204 0.08
H -1.0703 -2.9091 -3.4490 0.10
H -1.6337 -4.5700 -3.5913 0.11
H -3.0686 -3.4448 -2.0148 0.11
H -4.0137 -3.7886 -3.4558 0.12
C -1.1929 3.2169 -6.6187 -0.11
C -2.0307 4.1070 -5.7091 -0.26
C -1.1963 5.1259 -4.9315 -0.19
C -0.3132 4.4889 -3.9498 -0.19
N 0.3811 3.9893 -3.1794 0.16
H -0.5029 2.5936 -6.0437 0.07
H -1.8413 2.5515 -7.1941 0.07
H -0.6101 3.8149 -7.3248 0.08
H -2.6034 3.4799 -5.0182 0.11
H -2.7560 4.6480 -6.3252 0.11
H -1.8716 5.8096 -4.4076 0.12
H -0.6060 5.7339 -5.6239 0.12
C 4.0436 1.0410 4.8283 -0.12
C 4.9416 1.0293 6.0588 -0.27
C 6.4245 0.8808 5.7175 -0.20
C 6.7340 -0.4321 5.1418 -0.23
N 6.9779 -1.4616 4.6881 0.14
H 4.0869 0.0900 4.2924 0.04
H 3.0045 1.2097 5.1231 0.08
H 4.3332 1.8385 4.1383 0.08
H 4.6246 0.2242 6.7297 0.11
H 4.8005 1.9702 6.6006 0.11
H 7.0127 1.0133 6.6312 0.12
H 6.7313 1.6722 5.0269 0.12
```

=====

Computed, not measured: a 2-piece molecular cluster, CHBr2NO overall in a non-equilibrium geometry, with wB97M-V/def2-TZVPD.

Results
E_LUMO (alpha / beta) ... -1.014 / -0.994 eV
HOMO level (alpha / beta) ... -0.3545 / -0.3221 hartree
Gap between HOMO and LUMO (alpha / beta) ... 0.3172 / 0.2855 Eh
Energy above the lowest of the compared OMol25 structures with the same formula, charge and spin ... 351.2 kJ/mol

```
6
Properties=species:S:1:pos:R:3:nbo_charge:R:1
C -1.3055 -0.1367 0.0394 0.39
N 1.4351 0.2065 0.8426 -0.65
O -2.1748 0.3061 0.6590 -0.45
Br -1.2418 -1.0370 -1.5337 0.11
Br 2.2098 -0.5853 -0.5304 0.28
H 1.0773 1.2465 0.5231 0.33
```

=====

Computed, not measured: one molecule with the formula CH4N2O2 in a non-equilibrium geometry, with wB97M-V/def2-TZVPD.

Results
SMILES string ... O/N=C/NO
E_LUMO ... 0.715 eV
HOMO level ... -0.3205 hartree
Gap between HOMO and LUMO ... 0.3467 Eh
Energy above the lowest of the compared OMol25 structures with the same formula, charge and spin ... 413.9 kJ/mol

```
9
Properties=species:S:1:pos:R:3:nbo_charge:R:1
C -0.2828 -0.1556 0.0280 0.10
H 1.5436 1.3293 -0.8790 0.47
H 0.0979 -0.6482 -1.8373 0.37
H -1.2432 -0.5674 -0.0642 0.14
H -1.3442 -0.5602 1.9249 0.43
N 0.0858 0.2434 -1.2192 -0.31
N 0.2116 0.0459 1.2328 -0.15
O 1.4222 0.5454 -1.4607 -0.56
O -0.4908 -0.2326 2.2748 -0.48
```

=====

Computed, not measured: a 2-piece molecular cluster, C4H7F2N2 overall in a non-equilibrium geometry, with wB97M-V/def2-TZVPD.

Results
Total charge ... +1
E_LUMO ... -3.783 eV
HOMO level ... -0.5322 hartree
Gap between HOMO and LUMO ... 0.3932 Eh
Energy above the lowest of the compared OMol25 structures with the same formula, charge and spin ... 204.7 kJ/mol

```
15
Properties=species:S:1:pos:R:3:nbo_charge:R:1
C -0.0892 -0.0369 -1.1505 0.39
C 1.4655 0.7456 0.3389 -0.26
C 1.4408 -0.7971 0.4339 -0.25
C -3.0967 0.2544 0.8222 0.63
N 0.2866 1.0077 -0.4827 -0.49
N 0.7175 -1.0325 -0.8055 -0.52
F -3.5066 -0.4026 -0.2558 -0.34
F -4.1308 0.4751 1.5049 -0.28
H 1.3932 1.2112 1.4289 0.26
H 2.4450 1.2021 -0.0813 0.25
H 2.3637 -1.4287 0.5271 0.26
H 0.8007 -1.0911 1.3727 0.22
H -0.7223 -0.0009 -1.9748 0.25
H -0.0654 1.8894 -0.5040 0.43
H 0.6981 -1.9959 -1.1740 0.45
```

=====

Computed, not measured: a 3-piece molecular cluster, C6H18O2 overall in a non-equilibrium geometry, with wB97M-V/def2-TZVPD.

Results
SMILES string ... CCC(C)CC.O.O
E_LUMO ... 0.536 eV
HOMO level ... -0.3771 hartree
Gap between HOMO and LUMO ... 0.3968 Eh
Energy above the lowest of the compared OMol25 structures with the same formula, charge and spin ... 249.4 kJ/mol

```
26
Properties=species:S:1:pos:R:3:nbo_charge:R:1
C -0.7241 -1.3453 1.7006 -0.62
C 0.6260 -0.6928 1.4353 -0.38
C 0.7181 0.0492 0.0826 -0.25
C -0.1324 1.3885 -0.0336 -0.62
C 2.1411 0.5813 -0.2109 -0.37
C 2.5348 0.7714 -1.6462 -0.62
H -1.4740 -0.5321 1.7644 0.19
H -1.0247 -2.1625 1.1960 0.21
H -0.8346 -1.6266 2.7488 0.21
H 1.4604 -1.4218 1.4451 0.20
H 0.9356 -0.0733 2.5336 0.19
H 0.6068 -0.8006 -0.6554 0.22
H -0.0214 1.5872 -1.1458 0.22
H 0.2283 2.2443 0.7771 0.21
H -1.1518 1.2230 0.2645 0.20
H 2.3672 1.7352 0.2079 0.19
H 2.7981 -0.1287 0.3233 0.20
H 2.1460 1.4829 -2.2929 0.21
H 3.6247 0.9293 -1.6340 0.21
H 2.2522 -0.1346 -2.2191 0.19
H -3.2463 1.7152 -0.8075 0.49
H -3.1764 0.9592 0.6912 0.48
O -3.3283 0.8318 -0.3230 -0.96
H -2.4962 -2.1241 -0.6113 0.47
H -2.5110 -1.9316 -2.1564 0.48
O -2.3182 -2.5246 -1.4344 -0.95
```

=====

Ordered E results: -2322.327607; -2059.142911; -5316.570928; -300.330013; -465.514727; -389.776673; unit a.u..